A cluster of 2 separate species, C4H13N2O in total. Source: OMol25; level of theory: ωB97M-V/def2-TZVPD.

## Properties
E: -344.70043 Ha
orbital gap: 10.13 eV
charge: +1
HOMO level: -13.3 eV
molecular weight: 105.16 g mol⁻¹
ΔE to the lowest compared entry with this formula, charge and spin: 41.7 kcal per mole

Each atom is followed by the atoms it is bonded to, with distances in Å.
CARTESIAN COORDINATES (ANGSTROEM)
1 C -1.248 0.422 -0.774  C2 1.528, N6 1.509, H7 1.089, H8 1.072
2 C -0.036 1.270 -0.390  C1 1.528, C3 1.520, H9 1.090, H10 1.095
3 C 0.641 0.870 0.911  C2 1.520, C4 1.315, N5 1.445
4 C 0.049 1.086 2.066  C3 1.315, H11 1.082, H12 1.077
5 N 1.953 0.280 0.778  C3 1.445, H14 1.008, H15 1.011
6 N -1.183 -0.910 -0.067  C1 1.509, H16 1.021, H17 1.022, H18 1.050
7 H -1.308 0.220 -1.842  C1 1.089
8 H -2.201 0.813 -0.481  C1 1.072
9 H 0.712 1.188 -1.179  C2 1.090
10 H -0.282 2.336 -0.363  C2 1.095
11 H -0.868 1.658 2.015  C4 1.082
12 H 0.465 0.697 2.980  C4 1.077
13 H 1.194 -1.378 -2.049  O20 0.963
14 H 2.497 0.642 1.545  N5 1.008
15 H 1.934 -0.731 0.761  N5 1.011
16 H -2.094 -1.370 -0.083  N6 1.021
17 H -0.909 -0.700 0.895  N6 1.022
18 H -0.506 -1.524 -0.582  N6 1.050
19 H 0.518 -2.753 -2.425  O20 0.965
20 O 0.671 -2.116 -1.715  H13 0.963, H19 0.965